(1)
{
  "formula": "C22H38BClFNO5Si",
  "method": "ωB97M-V with the def2-TZVPD basis set",
  "lumo_energy_ev": -0.217,
  "homo_lumo_gap_ev": 9.25,
  "homo_ev": -9.46,
  "charge": 0,
  "symbols": ["Cl", "Si", "F", "O", "O", "O", "O", "O", "N", "C", "C", "C", "C", "C", "C", "C", "C", "C", "C", "C", "C", "C", "C", "C", "C", "C", "C", "C", "C", "C", "C", "B", "H", "H", "H", "H", "H", "H", "H", "H", "H", "H", "H", "H", "H", "H", "H", "H", "H", "H", "H", "H", "H", "H", "H", "H", "H", "H", "H", "H", "H", "H", "H", "H", "H", "H", "H", "H", "H", "H"],
  "positions_angstrom": [[-0.12943, 0.51541, -0.65600], [1.52352, -0.67570, -1.25293], [4.33511, 6.64315, -6.36802], [0.96271, 3.77567, -6.42022], [2.87632, 3.80997, -7.62381], [2.54145, 5.33973, -6.00121], [-0.71710, 0.24699, -3.98596], [1.58034, 0.10650, -4.89295], [5.31871, 2.48177, -2.62128], [-4.14265, -3.25749, 3.20959], [-3.97835, 0.73322, 4.77930], [2.02610, 4.26477, -6.66126], [2.97000, 0.47525, -1.73399], [0.99003, -1.56077, -2.89961], [5.47557, 1.18495, -2.08452], [1.98215, -2.06724, -0.03295], [3.95813, 4.73136, -7.68316], [-2.81404, -2.70680, 2.50239], [3.91708, 5.35544, -6.32492], [-1.89999, -1.94010, 3.59934], [-0.68703, -2.88418, 4.03348], [3.92962, 2.73039, -2.66840], [-2.79494, 1.74483, 4.41606], [0.89705, -1.53552, 2.32950], [0.50288, -2.96655, 2.95207], [2.26111, -1.57654, 1.47270], [-5.60268, -1.16711, 3.90134], [-5.47268, -2.41110, 2.88532], [-4.64050, 0.07399, 3.48537], [2.74905, 1.89283, -2.26560], [4.46483, 0.15362, -1.65656], [0.57461, -0.37664, -3.95385], [4.90063, 4.21874, -7.87875], [-0.27910, -2.63491, 5.07549], [-3.90452, -0.18699, 2.65887], [-4.30935, -4.32052, 2.80109], [-3.26430, 2.65125, 3.90667], [1.07674, -2.77838, 0.03040], [6.57455, 0.87493, -1.95844], [-3.10949, -1.94507, 1.69978], [1.69370, 2.29859, -2.37357], [1.43340, -3.49218, 3.37070], [3.77814, 5.45364, -8.48411], [-4.72712, 1.32776, 5.42125], [-6.37814, -3.09800, 3.04963], [1.01707, -0.77467, 3.17693], [-5.26729, -1.48293, 4.94780], [-0.58101, 1.13771, -4.38477], [0.01904, -1.24697, 1.64522], [-2.06392, 1.30139, 3.64454], [-5.34244, 0.87279, 3.04237], [1.91976, -2.05703, -3.33307], [1.50374, 1.08556, -4.98016], [-2.21463, -3.52368, 1.98513], [-3.58402, -0.09128, 5.47972], [2.91389, -2.38603, 1.96342], [0.11564, -3.66589, 2.12079], [-1.12054, -3.94920, 4.10982], [3.66771, 3.76713, -3.09045], [-6.68823, -0.79306, 3.88409], [2.87635, -2.64452, -0.44281], [-5.48074, -2.08391, 1.79381], [4.80784, -0.85936, -1.27558], [-1.59607, -0.92653, 3.18823], [-4.06340, -3.36281, 4.33895], [0.11940, -2.26654, -2.71509], [4.47940, 4.80813, -5.56270], [-2.58424, -1.76762, 4.50691], [-2.15983, 2.01738, 5.32529], [2.86439, -0.61103, 1.53336]],
  "forces_ev_per_angstrom": [[0.93, -0.50, -0.05], [-0.24, -0.99, -1.10], [0.08, 0.04, 0.16], [0.75, 0.29, -0.12], [-0.35, 0.26, 0.56], [0.18, -0.69, -0.21], [2.43, 0.00, 0.19], [-1.43, 0.28, 2.00], [-4.40, -3.78, 1.80], [-0.58, -0.91, -1.29], [0.80, 0.03, 0.26], [-1.19, -0.60, -0.01], [3.62, 3.42, -0.94], [-0.30, 0.96, -0.88], [0.14, -0.84, 0.24], [-0.28, 0.07, 1.14], [0.58, -0.31, -0.72], [-0.07, 1.06, 0.72], [0.18, 0.74, 0.18], [-0.46, -0.74, -0.10], [0.15, -0.40, -0.06], [-0.94, 0.21, -0.10], [0.00, -0.40, -0.57], [0.04, -0.35, -0.11], [-0.26, -0.04, -0.37], [-0.04, -1.14, 0.44], [0.51, 0.33, -1.07], [0.17, -0.19, 1.07], [-1.42, 0.70, 0.52], [2.58, -1.70, 0.37], [-1.68, 2.45, -0.87], [0.06, 0.54, -0.94], [-0.21, -0.14, 0.03], [-0.53, -0.09, -1.52], [-0.72, 0.23, 1.35], [0.11, 1.46, 0.65], [0.81, -0.94, 0.89], [1.41, 0.91, -0.33], [-1.80, 0.46, -0.24], [0.34, -1.20, 0.97], [1.63, -0.42, 0.16], [-1.36, 0.83, -0.34], [0.00, 0.12, 0.22], [0.80, -1.02, -1.15], [1.27, 0.96, -0.27], [-0.34, -1.00, -1.18], [-0.84, 0.21, -1.36], [-0.57, -0.94, 0.11], [1.39, -0.03, 1.09], [-1.15, 0.46, 1.14], [1.16, -1.09, 0.42], [-1.23, 0.32, 0.67], [0.06, -1.05, -0.33], [-0.82, 0.93, 0.75], [-0.48, 1.13, -1.10], [-0.77, 1.23, -0.63], [0.70, 1.13, 1.00], [0.61, 1.52, 0.07], [0.38, -1.64, 0.73], [1.60, -0.62, 0.37], [-1.18, 0.72, 0.38], [0.02, -0.29, 1.42], [-0.32, 1.59, -0.56], [-0.09, -1.29, 0.71], [0.20, 0.20, -1.38], [1.20, 0.70, -0.14], [0.03, 0.18, 0.02], [1.21, -0.10, -1.30], [-1.10, -0.12, -1.19], [-0.99, -1.11, -0.20]]
}

---

(2)
{
  "formula": "C35H33BNO7",
  "method": "ωB97M-V with the def2-TZVPD basis set",
  "lumo_energy_ev": 0.271,
  "homo_lumo_gap_ev": 4.01,
  "homo_ev": -3.74,
  "charge": -1,
  "symbols": ["O", "O", "O", "O", "O", "O", "O", "N", "C", "C", "C", "C", "C", "C", "C", "C", "C", "C", "C", "C", "C", "C", "C", "C", "C", "C", "C", "C", "C", "C", "C", "C", "C", "C", "C", "C", "C", "C", "C", "C", "C", "C", "C", "B", "H", "H", "H", "H", "H", "H", "H", "H", "H", "H", "H", "H", "H", "H", "H", "H", "H", "H", "H", "H", "H", "H", "H", "H", "H", "H", "H", "H", "H", "H", "H", "H", "H"],
  "positions_angstrom": [[-3.56740, -3.09827, -3.35571], [1.76119, 0.67874, 4.30545], [6.69981, 2.24276, 5.22355], [4.79917, 3.22034, 6.46307], [1.01834, -3.03155, -0.62169], [-2.51220, 1.59373, -3.89903], [-4.92106, 6.01694, -2.12676], [4.08651, 0.32390, 3.60901], [-2.96082, 2.99860, -2.07109], [-3.50878, -4.48974, -0.93060], [-1.37224, -2.27733, -3.20466], [-2.52463, -3.06065, -2.71427], [0.76789, -0.72382, -4.10847], [-0.41169, -0.78226, -4.85022], [-0.04407, -3.02257, -1.23276], [3.77602, -3.96738, 3.28102], [4.99501, 0.59573, 6.48110], [-3.75414, 3.51297, -4.43503], [-4.46722, 4.02798, -6.69157], [3.63735, -1.61050, 1.83611], [-4.40660, 4.65346, -3.96842], [-3.77930, 3.20303, -5.80023], [-5.14039, 5.15523, -6.22131], [-0.18420, -2.23834, -2.47585], [3.39834, 0.36650, 6.18822], [-1.48231, -1.55663, -4.40099], [0.88579, -1.45510, -2.92542], [-4.34522, 5.01719, -2.53804], [-1.09100, -4.50813, 0.46554], [-3.57312, 4.16411, -1.61274], [5.46262, 2.13578, 6.05242], [3.76188, -3.25589, 1.80440], [4.66134, -0.86913, 2.87931], [-2.14600, 2.54433, 0.16451], [-3.40036, -5.19349, 0.27077], [-3.45846, 4.52868, -0.26486], [-3.03896, 2.62484, -3.49712], [-2.25388, 2.18161, -1.17885], [-2.19039, -5.20862, 0.96403], [-2.74122, 3.72045, 0.61982], [-2.40516, -3.79030, -1.43622], [-1.20191, -3.78953, -0.73223], [-5.11128, 5.47045, -4.86209], [3.03416, -0.05571, 4.63388], [2.77244, 1.29890, 6.55470], [-2.10354, -5.76269, 1.89618], [1.81156, -1.40874, -2.35428], [-0.50033, -0.21964, -5.77700], [4.88521, -3.91913, 3.71959], [-4.45616, -4.48564, -1.46731], [3.05150, -0.54742, 6.86928], [-3.92286, 5.44370, 0.09939], [2.50758, -1.33112, 1.96001], [-1.78240, 1.26448, -1.52809], [7.36265, 1.58952, 5.64562], [2.85117, -1.23025, 4.51155], [3.06202, -3.37907, 4.02330], [3.46758, -5.09636, 3.29417], [-4.26007, -5.73161, 0.66423], [-3.26039, 2.32180, -6.17382], [-0.15102, -4.52050, 1.01477], [3.94044, -1.24917, 0.73926], [2.00262, 1.66244, 4.44080], [-2.40193, -1.59306, -4.98237], [3.78145, 1.09003, 2.97001], [2.81661, -3.66221, 1.19984], [5.56058, -0.44789, 2.21631], [5.16550, -1.58045, 3.66950], [1.59774, -0.11024, -4.45207], [4.69581, -3.53928, 1.12879], [-5.68423, 5.79312, -6.91461], [-1.59335, 1.91082, 0.85492], [-4.47934, 3.78935, -7.75274], [-2.64905, 4.00813, 1.66491], [-5.63445, 6.35500, -4.50305], [5.12543, 0.53575, 7.66616], [5.66984, -0.24096, 6.01604]],
  "forces_ev_per_angstrom": [[0.50, -0.01, 0.32], [0.21, 2.32, 0.18], [-1.34, -0.99, 3.15], [4.43, -6.55, -3.04], [-0.82, -0.04, -0.49], [-0.34, 0.65, 0.15], [0.28, -0.51, -0.30], [1.31, -0.80, -1.30], [0.22, -0.18, 0.53], [0.01, -0.19, 0.31], [0.22, 0.39, -0.47], [-1.12, 0.02, -0.75], [-0.14, -0.25, 0.25], [-0.19, -0.27, 0.21], [1.50, 0.05, 0.84], [0.68, 0.49, 0.43], [-0.17, 0.85, 1.14], [-0.21, 0.20, -0.62], [0.15, -0.16, 0.33], [0.23, -0.72, -0.87], [-0.20, 0.11, -0.65], [-0.17, 0.20, -0.24], [0.07, 0.00, 0.37], [0.23, 0.44, -0.42], [0.40, -0.41, 1.84], [0.27, 0.16, -0.10], [0.02, 0.17, -0.24], [-0.59, 1.10, 0.65], [-0.23, -0.16, 0.12], [0.19, -0.04, 0.55], [-2.19, 3.05, 1.72], [-0.72, -0.19, -0.74], [0.85, 1.35, -0.72], [-0.06, -0.05, -0.31], [0.09, 0.23, -0.35], [0.17, -0.19, 0.21], [0.70, -1.28, -0.30], [0.01, 0.10, 0.27], [0.22, 0.21, -0.23], [-0.20, 0.16, -0.34], [-0.28, -0.36, 0.49], [-0.31, -0.42, 0.48], [0.01, -0.08, -0.33], [-0.74, 1.18, -0.04], [1.48, -1.67, -0.58], [0.01, 0.13, -0.17], [-0.30, -0.14, 0.00], [-0.02, -0.09, 0.20], [-2.46, -0.06, -0.80], [0.32, 0.10, -0.01], [0.80, 1.92, -1.03], [0.04, -0.21, -0.26], [2.26, -0.34, 0.25], [-0.15, 0.26, -0.08], [-1.82, 1.21, -1.11], [-0.32, -0.82, 0.29], [1.57, -1.16, -1.62], [0.52, 2.08, -0.34], [0.15, 0.11, -0.09], [-0.09, 0.17, 0.28], [-0.15, 0.15, -0.24], [-0.72, -0.72, 2.24], [-0.75, -2.36, -0.28], [0.15, -0.06, 0.30], [0.39, -1.23, 0.49], [2.01, 0.88, 1.27], [-1.64, -1.08, 1.25], [-1.31, 1.18, -1.59], [-0.14, -0.12, 0.09], [-1.74, 0.38, 1.68], [0.10, -0.10, 0.14], [-0.08, 0.12, -0.14], [0.00, 0.02, 0.20], [-0.02, -0.06, -0.21], [0.20, -0.25, 0.09], [0.03, 0.38, -2.41], [-1.28, 1.84, 0.55]]
}

---

(3)
{
  "formula": "C5H8O2",
  "method": "ωB97M-V with the def2-TZVPD basis set",
  "lumo_energy_ev": [-0.039, -0.037],
  "homo_lumo_gap_ev": [7.24, 7.25],
  "de_lowest_ev": 5.127,
  "homo_ev": [-7.28, -7.28],
  "charge": 0,
  "symbols": ["O", "O", "C", "C", "C", "C", "C", "H", "H", "H", "H", "H", "H", "H", "H"],
  "positions_angstrom": [[0.50670, 1.00219, 0.73925], [-1.80586, 1.40926, 1.13701], [0.38035, 0.04184, -1.57344], [0.27943, -0.18131, -0.10077], [-0.74166, -0.97643, 0.63236], [1.52782, -0.59044, -0.81192], [-0.54306, 1.25841, 1.46443], [-1.46724, -1.46209, -0.03366], [-1.98322, 0.55874, 0.65846], [1.69762, -1.65863, -0.91185], [0.53353, 1.05482, -1.93572], [2.42392, 0.01047, -0.68087], [-0.27800, 1.84832, 2.34475], [-0.29706, -1.73092, 1.28797], [-0.23328, -0.58423, -2.21599]],
  "forces_ev_per_angstrom": [[-0.22, 0.05, 0.21], [0.20, -0.17, -0.07], [-0.13, 0.08, -0.15], [-0.06, -0.09, -0.09], [0.13, -0.27, -0.11], [0.15, -0.10, 0.06], [0.15, 0.30, -0.05], [0.08, 0.08, 0.11], [-0.06, 0.07, -0.04], [-0.06, 0.17, 0.01], [-0.02, -0.15, 0.10], [-0.16, -0.08, -0.01], [-0.03, -0.11, -0.06], [-0.05, 0.11, -0.07], [0.09, 0.10, 0.13]]
}

---

(4)
{
  "formula": "C24H24N2O6ReS4",
  "method": "ωB97M-V with the def2-TZVPD basis set",
  "lumo_energy_ev": [-1.392, -1.384],
  "homo_lumo_gap_ev": [6.28, 6.49],
  "de_lowest_ev": 0.182,
  "s_squared": 0.779,
  "multiplicity": 2,
  "homo_ev": [-7.67, -7.87],
  "charge": 0,
  "symbols": ["Re", "S", "S", "S", "S", "O", "O", "O", "O", "O", "O", "N", "N", "C", "C", "C", "C", "C", "C", "C", "C", "C", "C", "C", "C", "C", "C", "C", "C", "C", "C", "C", "C", "C", "C", "C", "C", "H", "H", "H", "H", "H", "H", "H", "H", "H", "H", "H", "H", "H", "H", "H", "H", "H", "H", "H", "H", "H", "H", "H", "H"],
  "positions_angstrom": [[-0.09352, 0.35014, 0.54868], [-2.73537, 2.06351, -0.35067], [2.52094, 4.46359, -7.17509], [1.69202, -1.84819, -0.88971], [1.65402, 3.12251, 3.90197], [-1.75641, 3.07236, -0.60353], [1.02263, 4.85172, -9.23150], [-2.70657, -2.64261, 0.15659], [1.62255, -0.86638, 0.28051], [-0.87855, -1.37577, -0.07466], [-3.93416, 2.35986, 0.38155], [-1.96265, 0.83342, 0.48528], [0.70762, 1.49831, 1.87414], [-2.26122, 1.03625, -2.83993], [2.09904, 3.69924, -5.62788], [1.04971, 1.86354, -1.97837], [3.46589, -2.10264, -1.11530], [-2.82500, -0.30914, 0.78995], [1.43029, -3.50602, -0.18411], [1.01156, 4.35525, -8.13823], [-4.55481, 0.99613, -2.09126], [-2.64871, 0.43463, -4.02550], [1.47478, 4.43306, -4.62363], [1.11716, 2.19937, 2.74848], [1.13161, 3.83109, -3.42700], [2.41119, 2.36126, -5.40694], [2.78485, -4.21101, -0.13061], [-0.20263, 3.70807, -7.52820], [-3.22014, 1.30823, -1.87520], [-4.39448, -0.57083, -5.54020], [1.43400, 2.48277, -3.20159], [2.08681, 1.75877, -4.20495], [0.61759, 1.32059, -0.97616], [-2.16183, -1.57908, 0.24013], [-3.98048, 0.10256, -4.26282], [-4.92594, 0.39727, -3.28309], [3.63559, -3.61083, -1.24964], [0.04396, 2.79085, -6.99755], [4.68625, -3.88849, -1.17230], [-2.94218, -0.43891, 1.86965], [3.26300, -4.02059, 0.83175], [-1.22753, 1.30546, -2.66349], [0.70698, -3.99833, -0.83336], [1.24644, 5.47821, -4.78976], [0.62151, 4.39100, -2.65468], [-3.82746, -0.20496, 0.37839], [3.27885, -3.95068, -2.22530], [-3.59824, -0.53740, -6.28249], [-5.28032, -0.09862, -5.96559], [-5.96840, 0.15871, -3.45656], [-1.90298, 0.22492, -4.78321], [-0.91395, 3.51666, -8.32794], [-0.64777, 4.39366, -6.80480], [0.95620, -3.33964, 0.78047], [3.79854, -1.51504, -1.96784], [3.93468, -1.72421, -0.20590], [-4.63849, -1.61915, -5.35708], [2.90612, 1.79509, -6.18570], [2.66893, -5.28892, -0.23381], [-5.28841, 1.23763, -1.33354], [2.32698, 0.71730, -4.03515]],
  "forces_ev_per_angstrom": [[-0.07, 0.29, 0.28], [0.00, 0.07, -0.05], [0.05, 0.00, 0.03], [0.06, -0.03, -0.22], [-0.03, -0.05, -0.06], [-0.02, -0.03, 0.01], [0.04, -0.09, -0.03], [-0.06, -0.01, -0.02], [0.22, 0.05, 0.21], [0.03, -0.18, 0.12], [0.03, -0.02, -0.01], [-0.10, -0.01, -0.25], [0.15, -0.09, 0.02], [0.06, 0.03, -0.02], [0.00, -0.02, -0.02], [0.09, -0.31, 0.08], [-0.01, -0.10, 0.01], [-0.12, -0.11, 0.09], [0.02, 0.02, -0.04], [-0.08, 0.15, 0.06], [-0.04, 0.00, 0.05], [-0.02, 0.00, 0.00], [0.00, 0.04, -0.02], [0.04, 0.04, 0.10], [0.00, -0.04, -0.01], [0.01, 0.00, -0.03], [-0.01, -0.01, 0.04], [0.00, -0.03, -0.03], [0.02, 0.02, 0.04], [0.00, -0.02, -0.02], [0.00, 0.16, -0.07], [-0.01, 0.02, 0.04], [-0.12, 0.20, -0.19], [-0.09, 0.08, -0.01], [0.01, 0.02, 0.03], [0.01, 0.00, -0.01], [0.03, 0.02, -0.03], [0.00, -0.02, -0.02], [-0.01, -0.01, 0.01], [0.00, 0.02, -0.01], [0.01, 0.00, -0.01], [-0.05, -0.01, -0.01], [0.03, -0.01, -0.02], [0.00, 0.00, -0.01], [0.00, -0.01, 0.01], [0.01, -0.03, -0.02], [0.00, 0.00, 0.00], [0.00, 0.00, 0.00], [0.00, 0.00, 0.00], [0.00, -0.01, 0.00], [0.00, 0.00, 0.00], [-0.02, 0.00, 0.01], [0.01, 0.00, 0.00], [-0.02, 0.00, 0.00], [0.00, -0.02, -0.01], [-0.03, 0.04, 0.01], [0.00, 0.00, -0.01], [0.00, 0.00, 0.00], [0.00, 0.00, 0.00], [0.00, 0.00, 0.00], [0.00, 0.00, 0.01]]
}